(1)
The following is a DFT calculation (ωB97M-V with the def2-TZVPD basis set) of 2 unconnected molecules or ions with the total composition H2NO4.

Calculated values
lowest unoccupied orbital energy: 4.8 eV
energy above the lowest of the compared OMol25 structures with the same formula, charge and spin: 0.123 eV
electronic energy: -9708.9187 eV
net charge: -1
highest occupied orbital energy: -3.849 eV
HOMO-LUMO gap: 8.630 eV
multiplicity: 1

CARTESIAN COORDINATES (ANGSTROEM)
1 N 1.5672 1.3660 0.5821
2 O 0.3327 1.6628 0.5998
3 O -1.2547 -0.2323 -0.3473
4 O 1.9975 0.3374 -0.0527
5 O -0.2244 -1.1969 -0.0368
6 H 0.6012 -0.8572 -0.3868
7 H -0.9520 0.6585 -0.0553

---

(2)
The following is a DFT calculation (ωB97M-V with the def2-TZVPD basis set) of C20H27N5O4 in the gas phase.

Calculated values
lowest unoccupied orbital energy: 0.6 eV
energy above the lowest of the compared OMol25 structures with the same formula, charge and spin: 1.207 eV
electronic energy: -36818.0915 eV
net charge: 0
highest occupied orbital energy: -8.143 eV
HOMO-LUMO gap: 8.711 eV
multiplicity: 1
structure (SMILES): Cc1c/c(=N\[C@H]2CC[C@@]3(CC2)CN(C(=O)c2conc2C)CCO3)[nH]c(CO)n1

CARTESIAN COORDINATES (ANGSTROEM)
1 C -0.0537 4.9035 -1.5058
2 C -0.5868 3.7068 -0.7856
3 C 0.2088 2.6900 -0.3835
4 C -0.3538 1.5428 0.2999
5 N 0.1827 0.4735 0.7381
6 C 1.6283 0.3430 0.6907
7 C 2.3249 1.2740 1.6867
8 C 3.8382 1.0778 1.6726
9 C 4.2270 -0.3688 1.9473
10 C 3.5227 -1.2895 0.9472
11 C 2.0110 -1.1037 0.9800
12 C 5.7431 -0.5314 1.8872
13 N 6.1495 -1.8405 2.3817
14 C 6.6264 -2.7628 1.4995
15 O 6.6835 -2.5506 0.2972
16 C 7.1357 -4.0544 2.0272
17 C 7.8917 -4.3367 3.1122
18 O 8.2510 -5.6174 3.1173
19 N 7.7173 -6.2334 1.9893
20 C 7.0716 -5.3110 1.3387
21 C 6.3773 -5.6261 0.0596
22 C 5.6751 -2.1034 3.7323
23 C 4.1682 -1.8939 3.7917
24 O 3.7973 -0.6252 3.2971
25 N -1.7426 1.6544 0.4445
26 C -2.4635 2.7186 0.0211
27 C -3.9412 2.6230 0.3088
28 O -4.6124 3.7373 -0.2150
29 N -1.9557 3.7391 -0.5737
30 H 1.0227 4.8413 -1.6536
31 H -0.5481 4.9969 -2.4735
32 H -0.2910 5.8051 -0.9395
33 H 1.2688 2.7152 -0.5849
34 H 2.0038 0.5846 -0.3192
35 H 2.0839 2.3165 1.4729
36 H 1.9369 1.0549 2.6845
37 H 4.2453 1.3598 0.6956
38 H 4.3123 1.7171 2.4213
39 H 3.9111 -1.0481 -0.0471
40 H 3.7926 -2.3330 1.1199
41 H 1.6127 -1.3721 1.9623
42 H 1.5301 -1.7562 0.2489
43 H 6.1060 -0.4194 0.8689
44 H 6.2028 0.2308 2.5247
45 H 8.2628 -3.7372 3.9275
46 H 6.7522 -4.9831 -0.7336
47 H 6.5324 -6.6725 -0.1929
48 H 5.3070 -5.4383 0.1541
49 H 5.9103 -3.1216 4.0276
50 H 6.1696 -1.4111 4.4210
51 H 3.6642 -2.6945 3.2372
52 H 3.8257 -1.9320 4.8260
53 H -2.1871 0.8724 0.9041
54 H -4.3057 1.6846 -0.1295
55 H -4.0622 2.5488 1.3976
56 H -5.5456 3.6555 0.0004

---

(3)
The following is a DFT calculation (ωB97M-V with the def2-TZVPD basis set) of a molecular structure, C3H3ErLiO3.

Calculated values
lowest unoccupied orbital energy (alpha / beta): -8.7 / -9.1 eV
electronic energy: -37104.8576 eV
net charge: +2
highest occupied orbital energy (alpha / beta): -15.098 / -15.718 eV
HOMO-LUMO gap (alpha / beta): 6.418 / 6.631 eV
multiplicity: 5
<S²>: 6.01

CARTESIAN COORDINATES (ANGSTROEM)
1 H -1.0944 0.5250 1.7769
2 C 1.3762 0.4940 0.8439
3 C 0.1800 0.0152 0.1941
4 O 0.3737 -1.0107 -0.6808
5 C -0.5152 -1.2717 -1.6707
6 O -1.5500 -0.5850 -1.7470
7 O 1.2754 1.1415 1.9238
8 H 2.2787 0.5897 0.2167
9 H -0.5882 0.7439 -0.0867
10 Er -1.6477 -2.2250 -3.8765
11 Li -0.0885 1.5831 3.1064

---

(4)
The following is a DFT calculation (ωB97M-V with the def2-TZVPD basis set) of 12 unconnected molecules or ions with the total composition C42H101N11O9.

Calculated values
lowest unoccupied orbital energy: 0.0 eV
energy above the lowest of the compared OMol25 structures with the same formula, charge and spin: 0.000 eV
electronic energy: -80013.6979 eV
net charge: 0
highest occupied orbital energy: -8.196 eV
HOMO-LUMO gap: 8.146 eV
multiplicity: 1
structure (SMILES): CCN(CC)CC.CCN(CC)CC.CCN(CC)CC.CCN(CC)CC.O=C1CCCO1.CC(N)=O.CC(N)=O.CC(N)=O.CC(N)=O.CC(N)=O.CC(N)=O.CC(N)=O

CARTESIAN COORDINATES (ANGSTROEM)
1 C -1.9440 23.0323 -7.2241
2 C -1.4193 24.4563 -6.9918
3 N -1.4948 24.8698 -5.6046
4 C -1.2721 26.3126 -5.5274
5 C -2.5053 27.1301 -5.9565
6 C -0.5587 24.0743 -4.7737
7 C -0.1163 24.7528 -3.4862
8 H -1.6292 22.6891 -8.2086
9 H -3.0178 23.0175 -7.0588
10 H -1.4599 22.3556 -6.5182
11 H -0.3972 24.5475 -7.4074
12 H -2.0169 25.1552 -7.5820
13 H -0.9835 26.6284 -4.5310
14 H -0.4518 26.6332 -6.1965
15 H -3.4368 26.6091 -5.7350
16 H -2.5131 28.0512 -5.3698
17 H -2.4820 27.3839 -7.0145
18 H 0.3171 23.8419 -5.3963
19 H -1.1165 23.1832 -4.4794
20 H 0.7747 25.3661 -3.6111
21 H 0.1453 24.0191 -2.7176
22 H -0.9730 25.2949 -3.0811
23 C -2.6362 24.2780 5.2888
24 C -2.6316 23.9185 3.8107
25 N -1.4936 24.4839 3.0960
26 C -1.5394 25.9631 3.1129
27 C -2.7032 26.6181 2.3784
28 C -1.5327 24.0148 1.7248
29 C -0.2749 24.2669 0.9017
30 H -1.6152 24.1815 5.6860
31 H -3.1702 23.5966 5.9516
32 H -2.9950 25.2896 5.4538
33 H -2.5290 22.8297 3.7465
34 H -3.6046 24.1905 3.3872
35 H -1.6207 26.3092 4.1454
36 H -0.5990 26.3869 2.7584
37 H -3.7320 26.3294 2.6005
38 H -2.6303 27.7073 2.3644
39 H -2.6601 26.4479 1.2911
40 H -2.2894 24.5506 1.1409
41 H -1.7778 22.9547 1.6878
42 H 0.6876 24.0908 1.3862
43 H -0.2733 25.2973 0.5368
44 H -0.3273 23.6191 0.0232
45 C -1.6243 17.7961 1.4449
46 C -1.3923 19.2022 0.8757
47 N -2.3598 19.6197 -0.1314
48 C -1.9195 20.9305 -0.6090
49 C -2.6898 21.5842 -1.7418
50 C -3.7242 19.5984 0.3824
51 C -4.7983 19.3911 -0.6756
52 H -1.7873 17.0902 0.6283
53 H -2.4453 17.7026 2.1539
54 H -0.7239 17.5043 1.9914
55 H -1.4050 19.8812 1.7535
56 H -0.4122 19.1948 0.4011
57 H -0.9308 20.7337 -1.0432
58 H -1.7690 21.6224 0.2311
59 H -2.1633 22.4862 -2.0555
60 H -3.7098 21.8797 -1.4936
61 H -2.7909 20.8759 -2.5668
62 H -3.8361 18.8061 1.1204
63 H -3.9497 20.5235 0.9536
64 H -4.7597 20.1439 -1.4637
65 H -4.5642 18.4942 -1.2604
66 H -5.8139 19.3752 -0.2895
67 C 2.0190 27.6164 -0.6704
68 C 0.5743 27.7674 -1.1841
69 N 0.2765 29.1400 -1.5273
70 C -1.1535 29.3800 -1.7334
71 C -2.0074 29.1089 -0.5031
72 C 1.0284 29.5077 -2.7149
73 C 0.9067 30.9855 -3.0875
74 H 2.6844 27.2857 -1.4681
75 H 2.0818 26.8993 0.1517
76 H 2.3898 28.5525 -0.2514
77 H 0.4229 27.0441 -2.0010
78 H -0.0654 27.4271 -0.3696
79 H -1.3229 30.4244 -1.9876
80 H -1.5302 28.7676 -2.5753
81 H -1.7773 29.8260 0.2887
82 H -3.0554 29.3351 -0.7262
83 H -1.9930 28.0753 -0.1678
84 H 0.8198 28.8519 -3.5769
85 H 2.0837 29.3545 -2.4784
86 H 1.8664 31.4343 -3.3311
87 H 0.3724 31.5909 -2.3532
88 H 0.2583 31.1604 -3.9585
89 O 3.5445 23.6128 -4.3700
90 C 3.3018 23.1972 -3.2781
91 C 2.7489 21.8368 -2.9074
92 C 2.9366 21.7856 -1.3984
93 C 2.7005 23.2557 -1.0745
94 O 3.1985 23.9999 -2.1884
95 H 1.6832 21.9440 -3.1627
96 H 3.0462 20.9556 -3.4672
97 H 2.2230 21.1594 -0.8690
98 H 3.9728 21.5532 -1.1480
99 H 1.6239 23.4530 -0.9811
100 H 3.0880 23.6293 -0.1271
101 C -5.3587 29.3871 1.9965
102 C -5.5716 30.6643 1.2170
103 N -6.5921 31.4622 1.7177
104 O -5.0295 30.8892 0.1667
105 H -4.3707 28.9960 1.7609
106 H -6.1035 28.6840 1.6228
107 H -5.4495 29.4808 3.0782
108 H -6.6191 31.6458 2.7051
109 H -6.9062 32.1961 1.1040
110 C -0.9298 21.2651 7.6152
111 C -1.6546 20.4315 6.5974
112 N -0.9770 20.1280 5.4553
113 O -2.7331 19.9168 6.8749
114 H -0.9471 20.7182 8.5552
115 H -1.4938 22.1885 7.7761
116 H 0.0827 21.5808 7.3705
117 H 0.0265 20.1891 5.4478
118 H -1.4548 19.5246 4.8058
119 C -6.0455 22.3634 5.6570
120 C -5.7419 21.3524 4.5719
121 N -4.8741 20.3561 4.8844
122 O -6.2956 21.3976 3.4754
123 H -6.3033 23.3088 5.1962
124 H -5.2279 22.4209 6.3697
125 H -6.9152 21.9482 6.1710
126 H -4.2378 20.4021 5.6708
127 H -4.8362 19.5507 4.2840
128 C -6.9549 23.1975 -0.4394
129 C -5.9051 24.0463 0.2377
130 N -5.2483 23.4849 1.2832
131 O -5.5800 25.1232 -0.2290
132 H -6.4699 22.4830 -1.1067
133 H -7.5123 23.8753 -1.0841
134 H -7.6373 22.6841 0.2348
135 H -5.5212 22.6124 1.7093
136 H -4.5952 24.0936 1.7434
137 C -1.6373 31.8588 3.6462
138 C -2.1159 30.6228 4.4006
139 N -2.8590 30.8838 5.5226
140 O -1.7092 29.5252 4.1047
141 H -1.9345 31.7897 2.6018
142 H -0.5563 31.9025 3.7490
143 H -2.0419 32.7863 4.0559
144 H -3.0895 30.1271 6.1434
145 H -3.4480 31.6960 5.5768
146 C 1.9757 24.5486 5.7910
147 C 1.9787 23.3414 4.8832
148 N 0.9272 23.2227 4.0466
149 O 2.8858 22.5238 4.9470
150 H 2.9933 24.9276 5.8400
151 H 1.6265 24.2996 6.7946
152 H 1.3210 25.3712 5.4837
153 H 0.8311 22.3901 3.4950
154 H 0.2657 23.9935 4.0359
155 C -3.2054 27.2118 7.7948
156 C -4.4177 26.5910 7.1261
157 N -4.8545 27.1598 5.9603
158 O -4.9260 25.5836 7.5733
159 H -2.3297 26.6040 7.5852
160 H -3.3935 27.1727 8.8668
161 H -3.0963 28.2603 7.5201
162 H -5.6875 26.7493 5.5691
163 H -4.6634 28.1229 5.7499

---

Repeat the first record exactly.
The following is a DFT calculation (ωB97M-V with the def2-TZVPD basis set) of 2 unconnected molecules or ions with the total composition H2NO4.

Calculated values
lowest unoccupied orbital energy: 4.8 eV
energy above the lowest of the compared OMol25 structures with the same formula, charge and spin: 0.123 eV
electronic energy: -9708.9187 eV
net charge: -1
highest occupied orbital energy: -3.849 eV
HOMO-LUMO gap: 8.630 eV
multiplicity: 1

CARTESIAN COORDINATES (ANGSTROEM)
1 N 1.5672 1.3660 0.5821
2 O 0.3327 1.6628 0.5998
3 O -1.2547 -0.2323 -0.3473
4 O 1.9975 0.3374 -0.0527
5 O -0.2244 -1.1969 -0.0368
6 H 0.6012 -0.8572 -0.3868
7 H -0.9520 0.6585 -0.0553